Entry from the Open Molecules 2025 dataset: one molecule with the formula C2H5ClFN (ωB97M-V/def2-TZVPD).

Properties
Kohn-Sham gap: 0.3939 hartree
LUMO: 0.99 eV
Net charge: 0
E: -693.97096 Ha
HOMO level: -9.724 eV
SMILES: NC[C@@H](F)Cl
ΔE to the lowest compared entry with this formula, charge and spin: 24.5 kcal/mol
Largest force on an atom: 3.6 eV/Å

Element x y z (Å)
N -2.17 -0.62 -0.25
C -1.07 -0.02 0.47
C 0.16 0.37 -0.27
F 0.22 1.73 -0.04
Cl 1.49 -0.69 0.04
H -1.73 -1.30 -0.86
H -2.85 -1.09 0.26
H -1.49 0.89 0.68
H -0.73 -0.33 1.52
H 0.10 0.26 -1.35